No. 1
Density functional theory data (ωB97M-V/def2-TZVPD) for a structure of composition C34H40N4O3P2Pt at a distorted geometry.

The spin multiplicity is 3. The calculated total energy comes out at -2566.2060 hartree. The calculation puts the gap between HOMO and LUMO (spin up / spin down) at 0.127 / 0.130 Ha. The value obtained for the relative energy (zero: lowest compared OMol25 entry of this formula, charge and spin) is 0.0 kJ/mol. The LUMO energy (spin up / spin down) is -0.400 / -4.200 eV. Its net charge is 0. Its expectation value of S² is 2.02.

Structure (XYZ):
```
84
Properties=species:S:1:pos:R:3:forces:R:3
Pt 0.455789 -1.971175 0.176149 0.0 0.2 0.9
C -2.368366 5.490606 -2.173994 0.7 -0.1 0.0
C -1.232174 5.324015 -1.479515 -0.5 0.5 -0.8
C -0.959391 5.861418 -0.107542 0.0 -0.1 0.5
C -2.170711 5.964775 0.851858 0.3 0.2 0.3
C -3.021893 4.725199 0.944683 -0.2 -0.2 0.2
C -4.061426 4.424499 0.165916 -0.3 0.2 0.4
C -4.620719 5.302512 -0.926955 0.0 -0.1 -0.3
C -3.613919 6.187101 -1.700437 -0.5 0.2 -0.3
C -0.374470 -3.786478 0.783219 0.3 -0.1 0.2
H -2.415010 5.157143 -3.220596 0.1 -0.1 0.5
H -0.368991 4.867384 -1.976781 -0.4 0.1 0.1
H -0.505667 6.867219 -0.176578 0.0 -0.3 0.0
H -0.203641 5.215662 0.367233 -0.1 0.2 -0.1
H -1.751402 6.139029 1.855053 -0.1 0.1 -0.2
H -2.756979 6.857803 0.604546 0.1 -0.4 0.2
H -2.767744 4.065816 1.788758 -0.1 0.1 -0.5
H -4.659383 3.525368 0.375346 0.4 0.3 0.0
H -5.399182 5.973786 -0.520434 0.2 -0.3 0.0
H -5.127145 4.651874 -1.656214 0.1 0.1 0.2
H -4.142704 6.524712 -2.605730 0.1 0.1 0.3
H -3.393890 7.090854 -1.120505 0.0 -0.3 -0.3
H -0.392407 -4.411911 -0.116081 -0.1 0.0 0.1
H -1.377649 -3.685911 1.212384 0.2 -0.3 -0.1
H 0.334995 -4.212919 1.503591 -0.3 -0.3 -0.1
P -0.605839 -0.802948 1.732857 0.5 -1.2 -1.5
P 1.365395 -0.015850 -0.363005 -2.3 -2.1 0.9
N -2.301910 -0.913476 1.747222 -1.1 0.1 0.4
N -0.085064 -1.288981 3.314146 -0.1 -0.5 0.4
N 0.562872 0.689213 -1.705883 0.0 0.8 -1.3
N 2.979507 0.085175 -0.907127 2.8 1.2 -0.4
C -0.217485 0.955670 1.670895 0.0 0.5 0.2
C 1.134227 1.191834 0.965513 0.7 0.8 0.4
C -3.046731 -1.599368 0.771734 -0.7 0.3 0.6
C -4.392381 -1.451555 1.065732 1.1 0.3 0.2
C -4.494410 -0.633543 2.249405 1.3 -0.1 -0.2
C -3.200337 -0.315802 2.645521 -0.8 -0.6 -0.8
C -0.234305 -2.604670 3.796791 0.3 0.8 0.7
C 0.206317 -2.641121 5.105899 -0.2 0.4 -0.9
C 0.684868 -1.332158 5.442266 -0.2 0.3 -0.9
C 0.516666 -0.530333 4.324604 -0.2 -0.6 0.4
C -0.159538 -0.031891 -2.666858 -0.2 0.8 -0.1
C -0.879922 0.865224 -3.444732 0.7 -0.4 0.7
C -0.585031 2.183664 -2.970280 0.7 -0.4 0.6
C 0.327531 2.047308 -1.931456 -0.7 -0.2 -0.6
C 3.583325 1.159700 -1.572320 -0.5 -1.1 0.5
C 4.952383 0.929349 -1.656003 1.5 -1.9 0.8
C 5.215865 -0.330287 -1.023868 0.7 2.7 -1.5
C 3.998046 -0.816962 -0.552827 -2.4 1.1 -0.3
H -0.217565 1.355287 2.693229 0.1 0.3 -0.2
H -1.051407 1.451719 1.145796 0.3 -0.3 0.0
H 1.207540 2.220655 0.585243 -0.1 -0.1 0.2
H 1.974735 1.053831 1.668185 -0.3 0.1 -0.2
H -2.540579 -2.143848 -0.020271 -0.1 0.2 0.3
H -5.216508 -1.875094 0.503984 0.2 0.1 0.1
H -5.408041 -0.330717 2.738547 0.1 0.0 0.0
H -2.830315 0.265917 3.475119 0.0 -0.1 0.0
H -0.587510 -3.391669 3.149460 -0.1 0.2 0.2
H 0.175206 -3.505911 5.752152 0.1 0.1 -0.1
H 1.098247 -1.019613 6.394958 0.0 0.0 -0.3
H 0.794672 0.502164 4.152962 -0.1 -0.2 0.2
H -0.090156 -1.114115 -2.694277 -0.1 0.3 0.1
H -1.537623 0.606793 -4.264882 0.1 0.0 0.2
H -1.001874 3.117150 -3.327483 0.1 -0.2 0.0
H 0.818845 2.803080 -1.333870 -0.2 -0.1 0.0
H 2.999928 1.990762 -1.938002 -0.1 -0.1 0.0
H 5.683979 1.591784 -2.100297 -0.1 -0.2 0.0
H 6.174880 -0.821014 -0.924840 -0.2 0.1 0.0
H 3.754590 -1.715991 -0.016446 -0.3 -0.6 0.4
O 1.667969 -4.895448 -3.188841 0.0 0.3 0.0
C 2.559837 -5.648530 -2.520060 0.2 -0.1 0.7
C 2.973427 -6.899075 -3.036242 0.0 0.2 0.2
C 3.828101 -7.707529 -2.290535 0.0 0.4 0.3
C 4.287704 -7.278606 -1.034898 0.1 0.0 0.0
C 3.912497 -6.033175 -0.536863 0.3 -0.4 -0.2
C 3.059252 -5.205403 -1.262996 -0.3 -0.2 -0.3
C 2.656435 -3.906992 -0.603715 0.0 0.1 0.1
O 3.237582 -3.587439 0.444251 -0.5 0.3 -0.8
O 1.712793 -3.203464 -1.199622 0.5 -0.4 0.2
H 1.484553 -4.097321 -2.608204 0.1 -0.5 -0.3
H 2.617442 -7.247079 -4.005104 -0.1 0.3 0.2
H 4.145639 -8.683903 -2.672704 -0.2 0.4 0.1
H 4.944265 -7.916019 -0.440366 -0.2 0.1 -0.2
H 4.281487 -5.677755 0.431033 -0.2 -0.2 -0.4
```
Positions in Å, forces in eV/Å.

The molecule's Mulliken atomic charges, reported in e, are given here:
1. Pt 1.408
2. C -0.310
3. C -0.262
4. C -0.712
5. C -0.865
6. C -0.301
7. C -0.487
8. C -0.585
9. C -0.887
10. C -1.897
11. H 0.325
12. H 0.630
13. H 0.283
14. H 0.204
15. H 0.430
16. H 0.353
17. H 0.401
18. H 0.420
19. H 0.268
20. H 0.363
21. H 0.390
22. H 0.344
23. H 0.374
24. H 0.697
25. H 0.285
26. P -0.049
27. P -0.893
28. N 0.728
29. N 0.653
30. N 0.387
31. N 0.604
32. C -1.180
33. C -0.913
34. C -0.436
35. C -0.660
36. C -0.710
37. C -0.430
38. C -0.533
39. C -0.642
40. C -0.704
41. C -0.246
42. C -0.382
43. C -1.039
44. C -0.218
45. C -0.362
46. C -0.019
47. C -0.601
48. C -0.807
49. C -0.385
50. H 0.775
51. H 0.196
52. H 0.661
53. H 0.293
54. H 0.313
55. H 0.441
56. H 0.455
57. H 0.468
58. H 0.412
59. H 0.437
60. H 0.423
61. H 0.355
62. H 0.425
63. H 0.426
64. H 0.315
65. H 0.397
66. H 0.466
67. H 0.456
68. H 0.476
69. H 0.748
70. O -0.746
71. C 0.492
72. C -0.713
73. C -0.308
74. C -0.634
75. C -0.486
76. C -0.169
77. C 1.411
78. O -0.777
79. O -0.859
80. H 0.305
81. H 0.410
82. H 0.360
83. H 0.368
84. H 0.375

No. 2
Density functional theory data (ωB97M-V/def2-TZVPD) for a structure of composition C34H41AsN3O8P2STl.

The spin multiplicity is 1. The calculated total energy comes out at -5575.7238 hartree. The calculation puts the gap between HOMO and LUMO at 0.180 Ha. The value obtained for the relative energy (zero: lowest compared OMol25 entry of this formula, charge and spin) is 74.9 kJ/mol. The LUMO energy is 3.585 eV. Its net charge is -2.

Structure (XYZ):
```
91
Properties=species:S:1:pos:R:3:forces:R:3
Tl -0.356762 1.601301 1.283552 -0.1 -0.3 0.2
C -0.505083 1.257735 6.792249 -0.1 0.1 0.1
P -0.040223 0.779397 5.110131 0.0 0.2 -0.2
C 1.710314 0.391483 5.188623 0.1 0.0 0.0
C -0.895520 -0.773259 4.829376 0.0 -0.1 -0.1
C -0.512948 -1.434243 3.490528 -0.1 0.1 0.0
P -1.737839 -1.292094 2.067319 0.3 -0.3 -0.2
C -3.226986 -2.206110 2.692315 0.0 0.1 0.0
C -1.030894 -2.992153 1.348825 0.0 0.0 0.0
H -0.316995 0.458692 7.512006 0.0 0.0 0.0
H -1.567887 1.505312 6.785920 0.0 0.0 0.0
H 0.060740 2.147271 7.073235 0.0 0.0 0.0
H 1.889777 -0.524292 5.757050 0.0 0.0 0.0
H 2.238089 1.226167 5.653879 0.0 0.0 0.0
H 2.076926 0.273023 4.163963 0.0 0.0 0.0
H -1.966742 -0.556481 4.857028 0.0 0.0 0.0
H -0.646592 -1.415398 5.682562 0.0 0.0 0.0
H -0.319618 -2.496099 3.654098 -0.1 0.0 0.1
H 0.419877 -1.014006 3.100424 0.0 -0.1 0.0
H -2.916718 -3.001902 3.380846 0.0 0.0 0.0
H -3.730448 -2.683132 1.845458 0.1 0.0 0.0
H -3.919155 -1.527916 3.184171 0.0 0.0 0.0
H -1.069835 -3.857843 2.033402 0.0 0.1 -0.1
H 0.009748 -2.834830 1.041503 0.0 0.0 0.0
H -1.602955 -3.251219 0.443545 0.0 0.0 0.1
O -2.578856 0.356949 2.848449 -0.1 0.1 0.1
As -3.551192 3.709316 2.858176 -0.2 0.3 -0.2
O -5.052254 4.366672 2.672627 0.2 -0.2 0.1
O -0.351157 1.872469 4.133164 0.1 -0.1 0.2
C -2.453592 5.408484 2.726140 0.0 0.0 -0.2
C -2.296299 6.314161 3.772883 0.0 -0.1 0.0
C -1.616834 7.506804 3.581106 0.0 0.0 0.0
C -1.082829 7.823462 2.332471 0.0 0.0 0.0
C -1.226912 6.940253 1.277266 -0.1 -0.1 0.1
C -1.904823 5.745497 1.500580 0.1 0.2 0.1
S -2.100000 4.587382 0.181777 -0.3 -0.4 0.1
O -2.897069 5.191075 -0.855891 0.0 0.1 0.0
O -2.820104 3.460331 0.893793 0.2 0.3 -0.1
O -0.770879 4.164540 -0.228491 0.0 0.1 -0.1
H -2.018419 0.992959 3.308464 -0.1 0.0 0.1
H -2.713242 6.085689 4.748775 0.0 0.0 0.0
H -1.498070 8.200591 4.406154 0.0 0.0 0.0
H -0.553276 8.758013 2.189531 0.0 0.0 0.0
H -0.819631 7.160338 0.297761 0.0 0.0 0.0
C 2.230845 -3.998574 -2.990055 0.0 0.1 0.0
C 2.488483 -3.076612 -1.824948 0.0 0.1 0.0
C 2.567263 -1.699493 -2.001468 0.0 0.0 0.0
C 2.744084 -0.836025 -0.924658 0.1 0.0 0.0
C 2.848405 0.650430 -1.154936 0.0 0.0 0.0
C 2.854155 -1.361342 0.366166 0.0 0.0 -0.1
C 2.799837 -2.741174 0.558607 -0.1 0.0 0.1
C 2.860535 -3.334136 1.943764 0.0 0.0 0.0
C 2.615484 -3.577761 -0.538219 0.0 0.0 0.0
C 3.034322 -0.427615 1.557532 -0.1 0.0 0.2
O 4.175613 -0.348020 2.040225 0.0 0.0 0.0
O 1.983687 0.150277 1.955542 0.2 0.0 -0.1
H 2.447296 -3.501429 -3.938659 0.0 0.0 0.0
H 1.184894 -4.324572 -3.005535 0.0 0.0 0.0
H 2.847612 -4.898027 -2.934333 0.0 0.0 0.0
H 2.487929 -1.281914 -3.003184 0.0 0.0 0.0
H 2.879887 0.879708 -2.221590 0.0 0.0 0.0
H 3.743025 1.055839 -0.677683 0.0 0.0 0.0
H 1.997930 1.176819 -0.719234 0.0 0.0 0.0
H 3.361472 -2.660046 2.637282 0.0 0.0 0.0
H 3.393825 -4.287816 1.933598 0.0 0.0 0.0
H 1.846995 -3.521065 2.312057 0.0 0.0 0.0
H 2.549778 -4.651175 -0.375198 0.0 0.0 0.0
N -0.263673 -2.288181 -5.330023 0.0 -0.2 -0.1
C 0.091081 -2.518697 -6.640721 0.0 -0.1 0.1
C 0.372431 -3.679890 -7.354135 0.0 0.1 0.0
C 0.700862 -3.526486 -8.687886 0.0 0.1 -0.1
C 0.747932 -2.256566 -9.288027 0.0 -0.1 0.1
C 0.471421 -1.110273 -8.566575 0.0 0.0 0.0
C 0.139644 -1.244754 -7.220207 0.0 0.2 0.0
N -0.167791 -0.274407 -6.277185 0.0 -0.1 -0.3
C -0.395772 -0.934276 -5.176608 -0.1 0.1 0.4
C -0.733664 -0.338350 -3.866619 0.1 -0.2 -0.4
C -0.588532 1.025947 -3.669578 0.1 0.2 0.0
C -0.830202 1.541073 -2.404764 0.0 0.0 0.0
N -1.209055 0.785594 -1.371876 0.0 0.0 -0.2
C -1.386460 -0.517559 -1.573439 0.2 0.0 0.0
C -1.153506 -1.119116 -2.802901 -0.1 -0.1 0.2
H -0.325954 -2.967178 -4.592234 0.1 0.0 0.0
H 0.338974 -4.657381 -6.890341 0.0 0.0 0.0
H 0.928587 -4.402807 -9.281515 0.0 0.0 0.0
H 1.010833 -2.177765 -10.335386 0.0 0.0 0.0
H 0.510765 -0.128969 -9.022103 0.0 0.0 0.0
H -0.264165 1.659938 -4.483581 0.0 0.0 0.0
H -0.700638 2.597943 -2.191921 0.0 0.0 0.0
H -1.673835 -1.089073 -0.694368 0.0 0.0 -0.1
H -1.299473 -2.189431 -2.889822 0.0 0.0 0.0
```
Positions in Å, forces in eV/Å.

The molecule's Mulliken atomic charges, reported in e, are given here:
1. Tl 1.124
2. C -1.474
3. P 1.357
4. C -0.863
5. C -1.169
6. C 0.223
7. P 1.248
8. C -1.659
9. C -1.664
10. H 0.373
11. H 0.338
12. H 0.389
13. H 0.283
14. H 0.432
15. H -0.012
16. H 0.419
17. H 0.554
18. H 0.478
19. H -0.599
20. H 0.292
21. H 0.436
22. H 0.329
23. H 0.550
24. H 0.142
25. H 0.415
26. O -0.917
27. As 0.728
28. O -0.741
29. O -0.631
30. C 0.189
31. C -0.521
32. C -0.532
33. C -0.553
34. C -0.740
35. C 0.242
36. S 1.294
37. O -0.703
38. O -0.633
39. O -0.641
40. H -0.054
41. H 0.355
42. H 0.352
43. H 0.352
44. H 0.406
45. C -1.695
46. C 0.795
47. C -0.557
48. C 1.165
49. C -1.640
50. C 1.204
51. C 1.134
52. C -1.680
53. C -0.777
54. C -1.170
55. O -0.758
56. O -0.617
57. H 0.397
58. H 0.197
59. H 0.452
60. H 0.214
61. H 0.420
62. H 0.385
63. H 0.081
64. H 0.388
65. H 0.471
66. H 0.132
67. H 0.335
68. N 0.110
69. C 0.686
70. C -1.048
71. C -0.402
72. C -0.457
73. C -0.683
74. C 0.458
75. N -0.725
76. C 0.078
77. C 1.040
78. C -0.880
79. C -0.285
80. N -0.117
81. C -0.225
82. C -0.610
83. H 0.136
84. H 0.394
85. H 0.368
86. H 0.365
87. H 0.428
88. H 0.447
89. H 0.447
90. H 0.023
91. H 0.382

What is the spin multiplicity in the first record?
3

Among the records above, which one has the lowest net charge?
C34H41AsN3O8P2STl